Here is a 2-piece molecular cluster, C9H14O overall in a non-equilibrium geometry from OMol25. Energies are from wB97M-V/def2-TZVPD.

The calculated total energy comes out at -11605.79399 eV. For the largest force on an atom, the calculation gives 0.04723 Eh/bohr. Its LUMO energy (alpha / beta) is 3.92 / 3.82 eV. As for the total charge: -1. Its multiplicity is 2.

Geometry (Å):
C -1.365 -2.101 -1.949
C -2.090 -1.912 -0.611
H -1.374 -1.180 -2.541
H -0.300 -2.274 -1.840
H -1.893 -2.873 -2.514
H -1.684 -1.029 -0.114
H -1.791 -2.760 0.000
H -3.172 -1.846 -0.685
C -0.388 0.266 2.661
C 0.603 2.098 -0.583
C 0.077 1.883 0.724
C 1.856 1.459 -0.824
C 0.350 0.731 1.430
C 2.161 0.295 -0.183
C 1.445 -0.090 0.993
O 2.640 1.903 -1.888
H 0.259 2.892 -1.236
H -0.695 2.487 1.211
H 2.400 2.819 -2.044
H 2.946 -0.394 -0.461
H -1.158 -0.472 2.458
H -0.861 1.189 3.017
H 1.776 -0.926 1.554
H 0.258 -0.167 3.426

***

Here is a 2-piece molecular cluster, C9H14O overall in a non-equilibrium geometry from OMol25. Energies are from wB97M-V/def2-TZVPD.

The calculated total energy comes out at -11604.14046 eV. For the largest force on an atom, the calculation gives 0.11265 Eh/bohr. Its LUMO energy (alpha / beta) is 3.52 / 3.45 eV. As for the total charge: -1. Its multiplicity is 2.

Geometry (Å):
C 2.480 -1.906 -0.018
C 1.241 -2.199 -0.956
O 3.634 -1.587 -0.762
H 2.232 -1.151 0.626
H 2.829 -2.661 0.677
H 0.735 -1.420 -1.515
H 3.254 -1.388 -1.680
H 0.424 -2.846 -0.543
H 1.601 -2.838 -1.706
C -2.056 -0.234 -1.573
C -1.682 1.183 2.073
C -2.226 0.485 0.906
C -0.618 1.983 1.718
C -1.663 0.599 -0.371
C 0.077 1.965 0.513
C -0.436 1.292 -0.584
H -2.085 1.186 3.001
H -3.158 -0.075 1.153
H -0.268 2.675 2.473
H 0.985 2.467 0.354
H -1.238 -0.182 -2.140
H -2.908 0.133 -1.973
H 0.137 1.191 -1.507
H -2.312 -1.402 -1.374

***

Here is a 2-piece molecular cluster, C9H14O overall in a non-equilibrium geometry from OMol25. Energies are from wB97M-V/def2-TZVPD.

As for the SMILES: Cc1ccc(O)cc1.CC. The calculated total energy comes out at -11607.29175 eV. For the largest force on an atom, the calculation gives 0.03506 Eh/bohr. Its LUMO energy is 0.86 eV. As for the total charge: 0. Its multiplicity is 1.

Geometry (Å):
C -0.206 2.540 2.012
C -0.007 1.867 0.689
C 1.176 1.157 0.446
C 1.343 0.524 -0.766
C 0.362 0.552 -1.755
O 0.603 -0.064 -2.946
C -0.836 1.191 -1.510
C -0.990 1.831 -0.287
H 0.295 3.523 2.040
H 0.230 1.997 2.851
H -1.250 2.788 2.197
H 1.963 1.111 1.197
H 2.219 -0.070 -0.985
H 1.536 -0.040 -3.190
H -1.607 1.155 -2.263
H -1.876 2.419 -0.080
C 0.027 -2.902 -0.367
C -0.817 -2.712 0.891
H 0.600 -2.025 -0.661
H 0.780 -3.673 -0.146
H -0.588 -3.366 -1.146
H -0.171 -2.351 1.695
H -1.300 -3.606 1.258
H -1.488 -1.847 0.827